[1]
The following is a DFT calculation (ωB97M-V/def2-TZVPD) of C4H4N2S2 as an isolated structure.

The geometry in ORCA input format:
```
! wB97M-V def2-TZVPD RIJCOSX def2/J DEFGRID3
* xyz 0 1
S 1.3628 0.7503 -0.5731
S 4.4165 -0.4857 0.7264
N -0.6208 -1.2566 -0.6961
N -1.2242 0.6600 0.2303
C -0.2466 -0.0409 -0.4023
C 3.6376 0.7119 0.1337
C -2.3064 -0.1652 0.2973
C -1.9072 -1.3425 -0.2801
H -3.2331 0.1392 0.7375
H -1.1523 1.6092 0.5589
H -2.4618 -2.2493 -0.4144
H 3.7355 1.6697 -0.3183
*
```

The HOMO-LUMO gap (alpha / beta) comes out at 0.240 / 0.240 Eh. Its energy is -1060.5990 Ha. The LUMO energy (alpha / beta) is -1.3 / -1.3 eV.

[2]
The following is a DFT calculation (ωB97M-V/def2-TZVPD) of C3H10N2OS as an isolated structure.

The geometry in ORCA input format:
```
! wB97M-V def2-TZVPD RIJCOSX def2/J DEFGRID3
* xyz 0 1
S -0.4272 -0.1583 0.2196
O -0.5978 0.6561 -0.9856
N -2.6863 -0.3554 0.6058
N -3.1825 0.5667 -0.0110
C 2.0992 0.9692 -0.1695
C 0.1113 -1.8140 -0.3488
C 1.2280 0.3975 0.9219
H -0.7267 -2.2604 -0.8726
H 2.5313 0.1829 -0.7836
H 0.9662 1.1588 1.6558
H -3.1878 0.6196 -1.0509
H 1.4881 1.6046 -0.8108
H 2.9068 1.5685 0.2472
H 0.9609 -1.7142 -1.0164
H 0.3600 -2.4036 0.5249
H -3.5117 1.4371 0.4459
H 1.6683 -0.4552 1.4281
*
```

The HOMO-LUMO gap comes out at 0.328 Eh. Its energy is -703.1053 Ha. The LUMO energy is 0.9 eV.

[3]
The following is a DFT calculation (ωB97M-V/def2-TZVPD) of a 2-piece molecular cluster, C9H14 overall.

The geometry in ORCA input format:
```
! wB97M-V def2-TZVPD RIJCOSX def2/J DEFGRID3
* xyz -1 2
C 1.5828 -0.8934 0.7755
C -2.4529 -1.5263 -0.9601
C 0.3143 0.5663 2.3858
C 1.3080 1.5750 0.4092
C 1.6362 0.2649 -0.0168
C -2.3230 -0.0832 -1.1760
C 0.7387 1.6663 1.6275
C 0.8330 -0.7329 1.9769
C 2.0920 0.2523 -1.4943
H 0.5816 -1.6745 2.4813
H -1.3586 0.1928 -0.9005
H -1.8398 -1.8344 -0.0991
H -2.4641 -2.1682 -1.9074
H 0.6320 2.6876 2.2034
H -2.9231 0.6912 -0.4893
H 2.1092 -0.7772 -1.8542
H 2.0205 -1.8364 0.4832
H 1.4867 2.5347 -0.1227
H -3.4625 -1.7549 -0.6305
H -0.4814 0.8439 3.1921
H -2.5632 0.3061 -2.1232
H 1.4458 0.9941 -2.1356
H 3.0879 0.7064 -1.6250
*
```

The HOMO-LUMO gap (alpha / beta) comes out at 0.110 / 0.263 Eh. The expectation value of S² is 0.761. Its energy is -351.2123 Ha. The LUMO energy (alpha / beta) is 3.9 / 3.8 eV.

[4]
The following is a DFT calculation (ωB97M-V/def2-TZVPD) of C24H43ClHfP2 as an isolated structure.

The geometry in ORCA input format:
```
! wB97M-V def2-TZVPD RIJCOSX def2/J DEFGRID3
* xyz 2 1
Hf -0.0004 -1.7764 -0.1146
Cl 1.7644 -1.8042 -1.5575
P 1.0092 3.8979 -2.8918
P 1.5045 3.8536 0.0612
C 1.5159 0.2181 1.5797
C 1.2060 -1.2696 1.7425
C -1.9043 -3.1891 -0.4530
C -0.9728 -0.7075 2.9726
C -2.9103 -2.5691 -1.3669
C 1.3309 4.2754 -4.6782
C 0.7238 -5.8068 0.1703
C 0.0112 -1.6795 2.3521
C -0.4504 0.4265 -0.2469
C -1.6619 0.2874 2.0036
C 2.0142 5.4534 -0.7497
C -0.3182 -4.7575 0.2232
C -3.3010 -3.0861 1.7261
C -0.5653 4.8643 -2.8096
C 2.1135 5.2913 -2.2608
C -0.7730 -3.9869 -0.9046
C 1.1023 4.5077 1.7263
C 0.8211 0.9745 0.4202
C -1.5621 0.0120 0.5097
C -2.1241 -3.5236 0.9338
C -0.4987 -4.3433 -2.3265
C -1.1264 -5.2002 2.6323
C 3.1928 3.2146 0.3813
C -1.1725 -4.4947 1.3196
H 2.6116 0.3136 1.4423
H -0.5367 0.6851 -1.3156
H 2.0862 -1.9301 1.7540
H -0.7442 -3.5185 -3.0068
H -1.2932 1.2988 2.2532
H -3.4523 -1.7518 -0.8713
H -2.7314 0.3062 2.2810
H 1.0327 3.6775 2.4417
H -1.0176 4.7717 -1.8160
H -1.1032 -5.2121 -2.6423
H -1.2510 4.4380 -3.5524
H -2.4474 -2.1640 -2.2795
H 1.5706 1.1126 -0.3763
H 0.1310 5.0185 1.6671
H -1.7734 -6.0891 2.6271
H -0.5236 -0.1109 3.7958
H 1.2388 -5.8975 1.1371
H 3.1423 2.3234 1.0163
H 0.2940 -6.7974 -0.0593
H -3.5481 -2.0358 1.5299
H 0.6253 3.6920 -5.2833
H -1.4758 -4.5492 3.4423
H 1.4767 -5.5869 -0.5941
H -4.1919 -3.6883 1.4797
H 1.8106 6.2110 -2.7749
H -1.7605 -1.3022 3.4711
H 2.3593 3.9807 -4.9293
H 1.2739 6.2171 -0.4652
H 3.1398 5.0454 -2.5666
H 1.8771 5.2185 2.0480
H 1.1948 5.3476 -4.8842
H -0.3961 5.9236 -3.0447
H 1.3052 0.7513 2.5266
H -0.0160 -2.6722 2.8162
H 0.5546 -4.6089 -2.4813
H 2.9835 5.7331 -0.3132
H 3.7767 3.9930 0.8844
H -0.1117 -5.5334 2.8675
H 0.5741 1.9870 0.8179
H -2.5296 -0.1247 0.0136
H -3.6639 -3.3098 -1.6813
H -3.1208 -3.1959 2.8044
H 3.6612 2.9506 -0.5741
*
```

The HOMO-LUMO gap (alpha / beta) comes out at 0.141 / 0.141 Eh. Its energy is -2130.5779 Ha. The LUMO energy (alpha / beta) is -8.6 / -8.6 eV.